Entry 1:
C36H32BrP2Pr | ωB97M-V/def2-TZVPD

Geometry as XYZ:
```
72
Properties=species:S:1:pos:R:3:forces:R:3
C 0.7251 -1.0906 -1.8643 -0.12 0.25 0.10
C -0.3080 -1.5151 -1.0096 -0.19 0.74 -0.30
C -1.6024 -1.6534 -1.5368 0.12 0.12 0.22
C -1.8570 -1.3612 -2.8765 0.08 -0.15 -0.03
C -0.8237 -0.9464 -3.7182 -0.01 0.02 0.30
C 0.4616 -0.7820 -3.1991 -0.02 -0.27 -0.02
P 0.0155 -1.6573 0.7957 0.03 -1.55 -0.73
C -1.2783 -2.8574 1.2899 -0.07 0.12 0.23
C -2.3677 -2.4470 2.0810 0.31 -0.74 -0.35
C -3.3641 -3.3799 2.3957 -0.13 0.25 0.08
C -3.3086 -4.6854 1.8985 0.20 0.16 -0.08
C -2.2247 -5.0896 1.1099 0.10 0.37 0.09
C -1.2004 -4.1795 0.8306 -0.26 -0.16 0.06
Pr -0.4470 0.4869 2.8905 0.60 -1.21 1.00
P 0.0158 1.6869 0.5222 0.18 1.17 0.07
C -1.4151 1.8281 -0.5861 0.00 -0.14 -0.41
C -1.2269 2.2018 -1.9232 -0.15 -0.16 0.18
C -2.3204 2.2574 -2.7902 -0.13 -0.05 0.13
C -3.5966 1.9150 -2.3361 0.33 0.08 0.03
C -3.7801 1.5117 -1.0110 -0.02 0.09 0.28
C -2.7053 1.4869 -0.1249 0.44 0.01 -0.35
C -0.2847 3.0280 1.7939 0.22 0.10 -0.37
C 0.5362 3.0658 2.9575 -0.29 0.31 -0.54
C 0.3581 4.1048 3.8841 0.33 -0.39 0.03
C -0.6194 5.0704 3.6736 -0.17 0.16 -0.09
C -1.4559 5.0039 2.5536 0.12 0.13 -0.01
C -1.2832 4.0009 1.6055 -0.03 -0.29 0.13
C 1.6199 2.0448 -0.2267 0.32 0.17 0.18
C 2.7178 1.1800 -0.0186 -0.48 0.25 -0.21
C 3.9427 1.4783 -0.6153 -0.15 0.15 0.04
C 4.1019 2.6648 -1.3436 -0.36 -0.22 0.15
C 3.0346 3.5596 -1.4717 -0.22 -0.06 0.08
C 1.7900 3.2577 -0.9091 0.33 -0.15 -0.13
C 1.5621 -2.6554 0.7828 0.57 0.04 0.49
C 2.0008 -3.4457 -0.2957 0.11 -0.01 -0.05
C 3.2175 -4.1405 -0.2208 -0.27 0.09 0.15
C 4.0015 -4.0738 0.9339 -0.34 0.22 0.09
C 3.5607 -3.3039 2.0162 0.03 -0.20 -0.07
C 2.3534 -2.6151 1.9447 -0.11 0.19 -0.24
H 1.3836 2.3557 3.0829 -0.37 0.51 -0.08
H 1.0181 4.1616 4.7510 -0.21 0.00 -0.22
H -0.7211 5.9089 4.3678 0.01 -0.39 -0.17
H -2.2179 5.7689 2.4010 0.22 -0.20 0.04
H -1.8988 3.9587 0.6995 0.20 0.12 0.46
H -0.2232 2.4383 -2.2762 -0.33 -0.09 -0.03
H -2.1701 2.5647 -3.8249 -0.05 -0.07 0.27
H -4.4517 1.9751 -3.0099 0.25 -0.08 0.18
H -4.7726 1.2333 -0.6574 0.24 0.10 -0.10
H -2.8726 1.2095 0.9253 -0.03 0.04 -0.33
H 2.5960 0.2936 0.6122 0.11 0.13 -0.34
H 4.7715 0.7804 -0.5147 -0.13 0.21 0.06
H 5.0620 2.8875 -1.8046 -0.22 -0.01 0.10
H 3.1590 4.4937 -2.0188 0.02 -0.24 0.16
H 0.9494 3.9516 -0.9891 0.35 -0.12 -0.08
H 1.4065 -3.5238 -1.2093 0.21 0.06 0.30
H 3.5480 -4.7441 -1.0692 -0.16 0.21 0.27
H 4.9396 -4.6259 1.0012 -0.26 0.20 -0.06
H 4.1602 -3.2444 2.9237 -0.14 -0.03 -0.20
H 2.0219 -2.0043 2.7888 0.26 -0.36 -0.30
H -2.4694 -1.3985 2.4261 -0.08 -0.42 -0.13
H -4.2000 -3.0743 3.0219 0.12 -0.11 -0.15
H -4.1133 -5.3912 2.1182 0.29 0.30 -0.01
H -2.1765 -6.1049 0.7112 -0.01 0.32 0.18
H -0.3333 -4.4960 0.2416 -0.40 0.12 0.22
H -2.4083 -2.0073 -0.8911 0.14 0.17 -0.22
H -2.8683 -1.4694 -3.2694 0.28 -0.05 0.11
H -1.0102 -0.7657 -4.7762 -0.01 0.01 0.39
H 1.2683 -0.4416 -3.8495 -0.17 -0.16 0.19
H 1.7446 -1.0179 -1.4828 -0.27 0.11 -0.15
H -0.1013 0.1960 -6.4126 0.46 0.03 0.00
H 0.6393 0.1572 -6.2796 -0.40 0.04 -0.12
Br 1.7948 0.0206 4.3805 -0.81 0.20 -0.37
```
Forces are in eV/Å.

Results
**Largest force on an atom**: 0.03332 Eh/bohr
**E_LUMO (alpha / beta)**: -7.23 / -6.68 eV
**M**: 747.41 g/mol
**2S+1**: 3
**Relative energy (zero: lowest compared OMol25 entry of this formula, charge and spin)**: 0.0 kJ/mol
**Charge**: +2
**Calculated total energy**: -5164.24979 Eh
**Orbital gap (alpha / beta)**: 6.736 / 7.273 eV

---

Entry 2:
C51H64BrNO24S2 | ωB97M-V/def2-TZVPD

Geometry as XYZ:
```
143
Properties=species:S:1:pos:R:3:forces:R:3
C -1.6546 -5.9751 7.0729 -0.14 0.19 0.39
C -2.3015 -5.9643 5.5318 0.83 -0.89 0.93
C -1.6202 -4.7746 4.6333 -0.79 -0.33 0.01
C -2.5389 -4.2780 3.3497 0.21 1.43 1.06
C -2.0820 -2.6921 3.0773 -0.65 0.17 0.98
C -3.1031 -1.8785 2.0900 -0.65 -1.53 -0.43
C -2.8670 -2.2038 0.4661 -0.87 1.14 0.81
C -1.4532 -1.4815 0.0623 -0.93 -0.05 0.64
C -0.9877 -1.6474 -1.4957 0.81 0.44 0.90
C -0.5215 -3.1404 -1.9536 0.57 -0.67 -1.02
C 0.3736 -3.9998 -0.8979 -1.71 -2.18 -0.56
C -0.5191 -4.7381 0.3091 1.45 -0.88 -0.05
Br 1.9481 -3.0807 -0.0961 -0.82 -0.45 -0.44
C 0.1929 -0.5632 -1.8224 1.90 -0.50 -1.01
O 0.8099 0.0446 -0.5954 0.16 -0.99 -2.49
C 2.2177 0.3931 -0.8370 -0.06 1.18 1.71
C 2.8348 0.8441 0.6503 0.70 -0.03 0.31
C 3.8983 -0.2410 1.2676 0.97 0.31 0.35
O 1.7847 1.0768 1.6629 1.38 1.48 -0.24
C -0.1707 0.5989 -2.9142 0.42 1.98 0.48
C -0.8522 1.9696 -2.2366 -0.98 0.52 -0.71
C -0.0638 3.3561 -2.6948 -0.81 0.55 0.31
C 0.4756 4.2636 -1.4403 1.15 0.53 -1.19
C 0.7333 5.7932 -2.0644 -0.39 -0.36 -1.13
C -0.5932 6.7615 -1.9662 0.89 0.63 0.48
C -0.8181 7.0872 -0.3493 0.78 0.44 -1.90
O -1.9572 6.2580 0.0919 -1.79 2.73 -0.70
C -3.1756 7.0413 -0.1884 -3.69 -0.21 -3.90
C -3.5824 8.1908 0.9481 0.20 -1.26 -0.76
O -3.9667 6.8545 -1.2643 5.57 0.77 6.93
C -0.9285 0.0977 -4.2717 2.07 0.58 -1.15
O 0.1519 -0.4321 -5.1701 -0.89 0.53 1.45
N -1.5638 1.2426 -5.0892 -1.25 -4.52 -6.28
C -1.8125 0.7302 -6.3686 2.13 2.42 1.69
S -1.7834 0.3891 -8.0684 -0.45 1.13 5.97
O -1.9053 -0.9700 -4.1385 0.94 0.86 1.96
S -2.4940 -1.2031 -2.5699 -7.85 -0.95 1.78
O -3.5253 -2.3964 -2.6731 5.00 3.59 -0.28
O -3.3350 -0.0251 -1.9888 4.36 -3.08 -2.34
H -0.5076 -5.7159 7.0831 -2.21 -0.58 -0.23
H -2.1763 -5.1824 7.7800 0.97 -1.53 -1.60
H -1.7872 -7.0202 7.6090 0.23 2.05 -1.24
H -2.0358 -7.0423 5.0935 -0.69 2.40 0.67
H -3.4661 -5.8956 5.6489 2.24 0.06 -0.44
H -1.4763 -3.8448 5.3659 -0.12 -2.00 -1.73
H -0.5979 -5.1689 4.2217 -1.75 0.94 0.99
H -3.6658 -4.2057 3.7161 2.29 -0.37 -0.94
H -2.4387 -4.9519 2.3983 -0.22 1.24 1.92
H -2.1761 -2.1757 4.1498 0.27 -1.09 -2.28
H -0.9422 -2.6086 2.7940 -2.26 -0.16 0.37
H -3.1413 -0.7322 2.3241 0.35 -2.15 -0.65
H -4.1966 -2.2994 2.3157 2.30 0.97 -0.31
H -3.8208 -1.7149 -0.0607 2.42 -0.97 0.86
H -2.9317 -3.3482 0.2319 0.37 2.20 0.61
H -1.5673 -0.3402 0.3955 0.41 -2.48 -1.17
H -0.6193 -1.9306 0.7486 -1.38 0.88 -1.59
H 0.1337 -3.0338 -2.9466 -1.42 -0.04 2.14
H -1.4168 -3.8609 -2.2800 1.71 1.84 1.00
H 0.8157 -4.9203 -1.5191 -0.85 2.33 1.27
H 0.0551 -5.7635 0.5195 -1.23 2.22 -0.35
H -1.5934 -5.0463 -0.0447 2.08 0.94 0.66
H -0.4813 -4.1421 1.3150 -0.41 -1.03 -2.13
H 1.0902 -1.1887 -2.3034 -2.09 1.17 0.83
H 2.2476 1.3619 -1.4926 0.12 -1.95 0.84
H 2.8837 -0.4872 -1.2253 -1.50 1.59 0.41
H 3.3880 1.8707 0.4992 -0.89 -2.08 0.06
H 3.4826 -0.8835 2.1642 0.41 1.42 -1.96
H 4.3519 -0.9816 0.4755 -0.96 1.56 1.41
H 4.8193 0.3714 1.7088 -1.98 -1.42 -0.97
H 2.0465 1.8938 2.2092 -0.49 -1.94 -1.42
H 0.8928 0.9984 -3.2921 -2.40 -1.09 0.67
H -1.9703 2.1095 -2.6324 2.54 -0.63 0.91
H -0.9371 1.9120 -1.0719 0.47 -0.11 -2.25
H -0.8351 4.0381 -3.2990 1.64 -1.57 1.26
H 0.8373 3.1729 -3.4180 -1.63 0.15 1.34
H -0.2444 4.2717 -0.5161 1.42 -0.08 -1.84
H 1.5668 3.8713 -1.1639 -2.48 0.65 -0.17
H 1.7102 6.2928 -1.6190 -2.22 -0.86 -0.69
H 0.9476 5.6522 -3.2284 -0.28 0.22 2.46
H -0.3928 7.7837 -2.5394 -0.26 -2.13 1.17
H -1.5604 6.3014 -2.4661 2.04 0.75 1.32
H 0.1943 6.8083 0.1956 -2.49 0.36 -0.74
H -1.0248 8.2393 -0.2038 0.30 -2.31 -0.04
H -4.3580 8.9287 0.4376 1.82 -1.65 1.17
H -2.6022 8.7208 1.3175 -2.24 -1.12 -0.67
H -4.1048 7.5850 1.8219 1.14 1.35 -1.79
H 0.7801 0.3071 -5.4220 -1.24 -1.01 0.43
O -2.6897 13.9523 -3.3267 0.23 -0.77 0.58
C -2.5851 13.2316 -2.3404 -0.46 1.03 -0.32
C -3.1205 13.6176 -1.0255 0.07 0.05 -0.36
C -2.9751 12.8171 0.0321 -0.86 0.93 1.39
O -3.4782 13.1724 1.2702 0.95 -1.17 -1.30
C -2.2668 11.5123 -0.0773 0.44 -0.84 0.06
O -2.1328 10.8064 0.9167 -0.09 0.84 -0.45
C -1.7526 11.1151 -1.3970 -0.08 -0.06 0.49
C -1.9009 11.9140 -2.4555 0.85 -0.99 -1.57
O -1.4225 11.5462 -3.6997 -0.91 1.18 1.46
H -3.6312 14.5698 -0.9598 0.04 -0.05 -0.01
H -3.2443 12.4305 1.8695 -0.10 0.33 -0.23
H -1.2554 10.1557 -1.4659 -0.03 0.06 -0.03
H -1.6512 12.2909 -4.2976 0.09 -0.29 0.22
O 1.9886 -0.0313 -7.0946 0.45 -0.53 -0.48
C 2.4537 -0.7655 -7.9593 -0.04 0.96 0.05
C 3.1110 -0.2392 -9.1658 -0.24 0.09 0.41
C 3.5920 -1.0660 -10.0963 0.76 1.18 -1.37
O 4.2133 -0.5782 -11.2313 -0.73 -1.39 1.29
C 3.4793 -2.5432 -9.9510 0.08 -1.18 -0.19
O 3.9146 -3.2772 -10.8319 -0.20 0.82 0.47
C 2.8438 -3.0701 -8.7335 0.22 -0.03 -0.42
C 2.3658 -2.2436 -7.8012 -0.79 -1.21 1.52
O 1.7695 -2.7315 -6.6530 0.84 1.42 -1.43
H 3.1841 0.8367 -9.2597 -0.02 -0.06 0.00
H 4.4717 -1.3720 -11.7488 -0.11 0.31 0.20
H 2.7846 -4.1465 -8.6325 -0.01 0.08 -0.01
H 1.5058 -1.9377 -6.1385 -0.21 -0.29 -0.03
O -4.9478 -7.2634 7.9797 0.21 -0.73 0.51
C -4.8432 -7.9841 8.9660 -0.43 0.98 -0.27
C -5.3787 -7.5981 10.2809 0.07 0.06 -0.38
C -5.2333 -8.3986 11.3385 -0.86 0.95 1.41
O -5.7364 -8.0433 12.5766 0.94 -1.15 -1.32
C -4.5249 -9.7034 11.2292 0.44 -1.00 0.29
O -4.3909 -10.4093 12.2231 -0.26 0.73 -0.55
C -4.0107 -10.1006 9.9094 -0.05 -0.06 0.37
C -4.1590 -9.3017 8.8509 0.82 -0.95 -1.43
O -3.6806 -9.6695 7.6067 -0.89 1.17 1.34
H -5.8893 -6.6459 10.3466 0.04 -0.05 -0.01
H -5.5024 -8.7852 13.1760 -0.09 0.30 -0.24
H -3.5135 -11.0600 9.8405 -0.03 0.07 0.01
H -3.9093 -8.9248 7.0088 0.10 -0.27 0.22
O 6.9541 -0.7863 1.0713 0.90 -0.46 -0.16
C 7.7456 -1.5936 0.5970 -0.95 0.27 -0.18
C 7.3854 -2.4851 -0.5165 -0.09 0.31 0.29
C 8.2657 -3.3645 -0.9986 -0.96 -0.91 -1.45
O 7.9348 -4.2035 -2.0468 1.17 0.81 1.44
C 9.6364 -3.4782 -0.4289 1.09 -0.37 0.15
O 10.4173 -4.3088 -0.8810 -0.81 0.54 0.12
C 10.0048 -2.5704 0.6684 0.08 -0.27 -0.24
C 9.1257 -1.6886 1.1483 0.95 0.89 1.36
O 9.4656 -0.8303 2.1779 -1.18 -0.81 -1.38
H 6.3850 -2.3933 -0.9197 0.04 -0.02 0.02
H 8.7374 -4.7450 -2.2110 -0.32 0.21 0.07
H 11.0104 -2.6517 1.0612 -0.07 -0.01 -0.03
H 8.6610 -0.2930 2.3459 0.33 -0.23 -0.06
```
Forces are in eV/Å.

Results
**Largest force on an atom**: 0.17353 Eh/bohr
**E_LUMO**: -1.94 eV
**Structure (SMILES)**: CCCCCCCC[C@]1(C[C@H](C)Br)[C@H](OC[C@H](C)O)[C@H](CCCCCCOC(C)=O)[C@](O)(N=C=S)OS1(=O)=O.O=C1C=C(O)C(=O)C=C1O.O=C1C=C(O)C(=O)C=C1O.O=C1C=C(O)C(=O)C=C1O.O=C1C=C(O)C(=O)C=C1O
**M**: 1219.09 g/mol
**Calculated total energy**: -7212.00237 Eh
**Orbital gap**: 7.710 eV

---

Entry 3:
C9H9BF4KNO5 | ωB97M-V/def2-TZVPD

Geometry as XYZ:
```
30
Properties=species:S:1:pos:R:3:forces:R:3
K -9.8388 22.1981 -1.2220 0.10 0.20 0.78
C -6.4267 17.8834 3.1205 -0.15 0.70 2.02
C -6.5122 17.4472 4.4943 -0.62 -0.32 -1.68
C -7.4266 18.2438 5.4447 0.00 1.16 -0.93
O -7.4640 17.8942 6.6142 -0.28 -0.23 1.23
C -8.1268 19.3717 4.8888 0.86 -1.62 0.96
C -8.0069 19.7474 3.5709 -2.54 3.78 -0.48
C -7.1180 19.0174 2.6300 2.06 -2.68 -2.46
O -6.9578 19.2217 1.3681 -1.11 1.34 1.18
O -8.6816 20.7983 3.1759 1.32 -1.74 -0.28
O -6.0363 16.3854 4.9063 0.60 -0.23 0.28
H -5.7191 17.3752 2.4821 -0.11 -0.13 -0.23
H -8.7353 19.9512 5.5672 -0.15 0.13 -0.09
B -12.4002 25.6505 0.3066 -0.12 0.96 -0.03
F -12.5582 26.1343 -1.0017 -0.31 -0.64 -1.14
F -13.2905 26.3406 1.0852 -1.02 0.81 1.04
F -12.6242 24.3043 0.5094 -0.09 -1.45 -0.75
F -11.1075 25.9452 0.6522 1.69 0.13 0.55
C -6.0048 25.6882 -2.5293 1.07 -0.62 0.15
O -6.9042 24.8773 -2.6408 -0.01 0.18 0.35
N -5.0572 25.7528 -1.5533 0.03 0.96 -0.82
C -4.1437 26.8979 -1.5422 -0.09 -0.42 1.65
C -5.1138 25.0013 -0.2973 -0.72 -0.13 -1.10
H -5.7270 26.4091 -3.3137 -0.46 0.17 -0.21
H -4.4636 27.5795 -0.7541 -0.36 0.48 -0.12
H -4.0048 27.4689 -2.4603 -0.06 -0.57 -0.09
H -3.2330 26.5126 -1.0837 0.56 0.14 -0.79
H -6.1193 25.1703 0.0882 0.21 -0.20 0.63
H -4.9992 23.9459 -0.5445 0.02 -0.04 0.36
H -4.3139 25.3452 0.3584 -0.32 -0.12 0.04
```
Forces are in eV/Å.

Results
**Largest force on an atom**: 0.08905 Eh/bohr
**E_LUMO**: 2.58 eV
**M**: 337.07 g/mol
**Charge**: -2
**Calculated total energy**: -1803.79108 Eh
**Orbital gap**: 2.649 eV